# 1
Molecular formula: C5H37N2O13
Method: DFT, wB97M-V/def2-TZVPD

The geometry in XYZ format:
```
57
Properties=species:S:1:pos:R:3:forces:R:3
O 0.206048 1.098446 3.081826 0.163 -0.401 -0.120
C 0.350747 1.675609 2.023581 -0.954 1.683 -0.565
N 0.363662 3.054707 1.987917 -0.158 -1.526 -1.187
C -0.339331 3.786843 0.905184 0.322 1.068 1.728
C 0.563189 0.974378 0.645718 0.579 -2.032 2.007
N 1.966080 1.380210 0.194476 -2.075 -0.158 -0.526
C 0.909698 -1.508676 -0.034893 -0.051 0.849 -0.031
C 0.426285 -0.503964 0.998762 -0.245 -1.251 0.658
H 0.203630 3.370452 2.917560 -0.130 0.714 0.627
H -1.405170 3.869600 1.129870 -0.054 -0.518 -0.387
H 0.022421 4.810393 1.040081 0.105 -0.072 -0.792
H -0.136287 3.371789 -0.070603 -0.032 0.114 -0.134
H -0.138680 1.153529 -0.164342 0.098 0.810 0.177
H 2.044813 1.202595 -0.835853 0.582 0.116 0.593
H 2.741899 0.935328 0.692789 -0.455 -0.209 0.220
H 1.982025 2.371225 0.427268 0.676 0.166 -0.512
H 1.983103 -1.612278 0.096015 0.164 -0.376 -0.470
H 0.370207 -2.447883 0.011197 0.439 -0.095 0.407
H 0.656998 -1.134141 -1.029862 0.394 0.017 -0.074
H 0.751587 -0.685900 2.027984 1.269 0.036 -0.504
H -0.576456 -0.801634 1.293302 -0.989 0.801 -0.886
H 4.474718 2.246631 -1.424336 0.138 -0.142 0.053
H 3.375764 2.950269 -2.173762 -0.073 0.090 0.068
O 3.601963 2.625602 -1.294343 0.310 0.713 -0.285
H 2.822417 -0.810236 -2.154503 -0.240 0.140 0.727
H 2.734998 0.236883 -3.067834 -0.132 0.951 -0.357
O 2.914156 0.169303 -2.126227 0.086 -1.230 -0.445
H -2.189818 0.733472 -0.843027 -0.139 -0.061 -0.386
H -3.105941 0.851440 0.302994 -0.289 0.139 -0.094
O -2.829874 1.359657 -0.479642 0.466 -0.259 0.323
H -2.065380 -1.971071 4.185059 0.123 0.340 0.417
H -1.128927 -0.791213 3.690396 0.095 -0.132 0.394
O -1.562360 -1.619593 3.447605 0.021 -0.023 -0.571
H 2.892807 -0.008034 3.321778 -0.452 0.251 0.013
H 4.048003 -0.016035 2.393611 0.216 0.166 -0.155
O 3.206051 0.435727 2.524297 0.467 -0.437 0.158
H -4.346522 -0.265835 1.919261 0.176 0.183 0.315
H -2.785259 -0.346934 2.194283 -0.370 -0.238 0.361
O -3.497203 -0.562569 1.578850 -0.061 0.006 -0.626
H -0.890722 -0.929235 -4.947684 0.227 -0.032 -0.234
H -1.035526 -1.732735 -3.683835 0.115 0.077 0.318
O -0.385881 -1.509910 -4.370880 -0.571 0.006 -0.193
H -2.017611 -3.252779 0.523850 -0.209 -0.311 -0.154
H -1.722653 -4.217049 -0.628134 0.014 -0.035 0.028
O -1.456709 -3.364734 -0.267444 -0.208 0.165 -0.179
H 2.404564 -2.756887 -3.483213 -0.307 -0.083 -0.334
H 1.085962 -1.875717 -3.605611 -0.123 -0.069 -0.579
O 1.781441 -2.194817 -3.017803 0.862 -0.052 0.878
H -3.934344 -2.979078 1.794852 0.215 0.265 0.142
H -2.524644 -3.254347 2.390889 0.020 0.436 0.412
O -3.212898 -3.613754 1.832399 -0.114 -0.586 -0.377
H -2.906701 -1.191246 -2.145620 0.020 0.136 -0.038
H -1.852363 -1.946584 -1.347947 0.299 -0.209 0.038
O -1.951505 -1.231606 -2.010357 -0.307 0.067 0.022
H -0.225609 1.401320 -4.339260 -0.327 -0.198 0.084
H -0.845121 1.246037 -2.899194 -0.414 -0.388 -0.302
O -0.140959 1.634308 -3.413824 0.817 0.618 0.328
```
Positions in Å, forces in eV/Å.

Calculated values
energy above the lowest of the compared OMol25 structures with the same formula, charge and spin: 249.7 kJ/mol
electronic energy: -1300.143018 Ha
charge: +1
frontier orbital gap: 10.597 eV

# 2
Molecular formula: C5H37NO15
Method: DFT, wB97M-V/def2-TZVPD

The geometry in XYZ format:
```
58
Properties=species:S:1:pos:R:3:forces:R:3
C -1.974360 0.161516 -1.857230 0.974 -0.993 -1.662
C -1.712908 1.410370 -2.683037 -1.330 0.598 0.733
C -3.021691 1.951008 -3.235220 -0.147 0.931 -0.933
O -1.151138 2.412596 -1.833187 0.362 0.194 -0.717
C -0.737407 -0.396275 -1.201267 -0.976 -0.051 2.514
N -0.979064 -1.213560 -0.126121 1.114 0.518 -0.137
C -2.211708 -1.541694 0.534978 -1.132 -0.524 -0.627
O 0.426419 -0.134803 -1.469245 0.141 0.271 -0.951
H -2.858993 0.225924 -1.230118 0.229 0.339 0.315
H -2.214382 -0.655536 -2.547187 -0.333 0.012 -0.260
H -1.022776 1.309312 -3.516270 0.227 -0.575 0.243
H -3.682267 1.291458 -3.801086 0.210 -0.501 0.398
H -3.581077 2.448007 -2.445695 -0.220 -0.200 0.178
H -2.801761 2.738022 -3.965165 0.142 0.066 0.206
H -1.738107 2.623326 -1.097262 -0.183 -0.144 -0.068
H -0.109720 -1.437650 0.339021 0.030 -0.386 0.031
H -2.084066 -1.883454 1.556135 0.505 0.109 0.042
H -2.708699 -2.361154 -0.005282 -0.054 0.166 0.151
H -2.900913 -0.697803 0.579062 0.145 0.013 0.024
H 3.212132 -0.781555 -1.601318 0.057 -0.520 -0.520
H 4.749971 -1.170296 -1.519686 -0.427 -0.394 -0.434
O 4.100350 -0.468566 -1.419429 0.334 0.725 0.570
H 2.695957 -3.502785 0.870725 -0.274 0.171 0.203
H 3.093644 -4.951114 0.902693 0.486 -0.636 -0.019
O 2.355740 -4.380633 1.077958 -0.279 0.538 -0.166
H 3.420974 -1.602099 2.826414 -0.039 0.395 -0.231
H 2.418269 -0.523626 3.361475 0.468 0.139 -0.573
O 2.660772 -1.453472 3.383097 -0.333 -0.514 1.213
H 0.939648 -2.117453 -2.571976 -0.005 0.285 -0.001
H 1.506521 -1.446288 -3.835378 -0.104 0.406 -0.098
O 1.606459 -2.200122 -3.259042 0.350 -0.732 0.187
H 1.996156 -0.033364 0.453815 0.323 0.106 -0.363
H 3.261367 -0.943534 0.361383 0.009 0.643 -0.434
O 2.496286 -0.719714 0.901854 -0.307 -0.517 0.263
H 1.028355 -1.333228 4.372675 0.029 -0.600 0.538
H 0.051177 -0.353094 4.902250 -0.181 -0.068 0.382
O 0.466959 -1.191434 5.154562 -0.097 0.588 -0.785
H -0.021368 0.103944 1.852187 -0.165 -0.273 0.736
H 0.451317 1.413281 1.433420 0.157 0.274 0.952
O 0.324219 0.898937 2.281226 0.194 -0.323 -1.600
H 3.530267 -3.389215 -2.712697 -0.356 0.221 -0.344
H 4.140887 -3.820877 -1.411876 0.017 -0.220 0.240
O 4.380377 -3.508938 -2.284250 0.247 0.113 0.119
H 1.837698 3.173908 -3.925614 0.023 -0.012 0.019
H 0.468058 2.567513 -3.633023 0.047 0.146 0.192
O 1.050131 2.825587 -4.352935 -0.023 -0.063 -0.126
H 0.584769 1.940425 -0.748270 -0.024 -0.746 -0.920
H 0.251087 3.222390 -0.079473 -0.020 0.085 0.388
O 0.502876 2.315053 0.117153 0.510 0.851 0.572
H -3.848607 0.367952 3.693291 -0.133 -0.240 0.175
H -4.316723 -0.795744 2.750202 -0.295 -0.115 0.376
O -3.755846 -0.025990 2.823097 0.455 0.472 -0.519
H -0.681955 2.040403 3.084476 -0.208 -0.149 0.897
H -0.496901 2.953934 4.327330 0.056 -0.015 0.059
O -1.078994 2.286572 3.955777 -0.135 0.232 -0.020
H -2.681725 3.152301 2.827055 0.462 0.151 0.052
H -2.996638 2.154262 1.776997 0.019 -0.023 -0.144
O -2.639048 3.047071 1.868026 -0.542 -0.223 -0.315
```
Positions in Å, forces in eV/Å.

Calculated values
energy above the lowest of the compared OMol25 structures with the same formula, charge and spin: 373.3 kJ/mol
electronic energy: -1396.049548 Ha
frontier orbital gap: 10.391 eV

# 3
Molecular formula: C5H38N2O12
Method: DFT, wB97M-V/def2-TZVPD

The geometry in XYZ format:
```
57
Properties=species:S:1:pos:R:3:forces:R:3
N 0.528153 0.492161 2.976405 -0.517 -0.250 -0.141
C 0.954842 0.976273 1.648614 1.017 0.924 1.031
C 2.484174 0.895533 1.490203 -0.440 -0.696 -1.724
C 0.160131 0.193358 0.586266 -0.035 1.025 -0.049
N 0.805903 0.116126 -0.745553 -0.096 -1.587 1.073
C 0.043962 -0.919627 -1.482130 -1.215 1.979 -2.107
C 0.437707 -0.890879 -2.989772 0.181 -0.058 0.682
H 0.627586 -0.518055 3.032864 0.062 0.025 0.039
H 1.101485 0.898967 3.704847 0.013 0.005 -0.002
H 0.827349 2.072522 1.762014 -0.887 -0.383 -0.926
H 2.768823 1.046434 0.439178 -0.219 0.574 0.049
H 2.795785 -0.150380 1.556120 0.375 0.443 1.292
H 3.009329 1.664138 2.061157 0.031 -0.627 0.390
H 0.000036 -0.803642 0.991005 0.385 -0.270 -0.177
H -0.874070 0.574323 0.457662 0.367 0.178 0.324
H 0.636779 0.998054 -1.214271 0.037 0.057 -0.194
H -0.980407 -0.495240 -1.548967 -0.062 -0.770 0.511
H -0.023847 -1.906383 -1.052421 0.576 -0.089 0.520
H -0.352208 -0.390429 -3.526596 -0.206 0.366 -0.287
H 1.342017 -0.272866 -3.058525 -0.154 -0.579 -0.550
H 0.521326 -1.865498 -3.482266 0.456 0.141 0.339
H 1.134653 -3.336746 0.944794 0.156 0.000 0.339
H 1.530732 -4.421415 1.932699 -0.058 -0.153 0.255
O 1.901765 -3.714009 1.407650 0.048 0.257 -0.448
H 0.831632 4.607066 -1.576646 -0.318 -0.058 0.226
H 1.318949 3.347353 -0.992777 -0.499 0.035 0.201
O 0.665612 4.043280 -0.804432 0.563 0.157 -0.290
H -1.627295 -2.479605 1.211279 0.045 0.141 0.055
H -0.896944 -3.774448 1.011116 0.045 0.245 0.118
O -0.801763 -2.925214 1.478679 -0.153 -0.375 -0.013
H -2.262190 -3.604687 -0.622756 0.085 -0.198 0.021
H -1.505546 -4.393567 -1.675440 0.158 -0.174 -0.351
O -1.653324 -4.361384 -0.732604 -0.437 0.364 0.172
H -1.029656 3.877141 -0.119963 -0.492 0.020 0.744
H -2.206172 4.582089 0.700035 0.370 -0.344 -0.222
O -1.791516 3.727942 0.501705 0.112 0.131 -0.482
H -3.770292 -0.848618 2.817639 0.142 -0.030 0.681
H -3.635272 0.571998 2.121520 0.391 -0.810 0.385
O -3.845148 -0.382951 1.996030 -0.768 0.942 -0.754
H 2.290215 2.160279 -2.943060 0.164 -0.103 -0.087
H 1.017829 2.358551 -3.740573 -0.393 -0.226 -0.446
O 1.546743 2.770497 -3.066413 0.570 -0.016 0.430
H -2.007799 2.429461 1.892757 0.530 -0.601 0.565
H -1.436913 1.239349 2.892613 0.184 0.508 -0.573
O -2.215540 1.693229 2.509202 -0.579 0.389 -0.058
H -2.465464 -1.044129 -0.206578 0.376 -0.753 -0.464
H -3.662601 -1.250712 0.480361 -0.101 -1.072 0.500
O -2.980208 -1.831281 0.063551 -0.010 1.341 -0.447
H -2.897775 1.727767 -0.673731 0.586 0.014 0.314
H -4.002258 1.483777 -1.581811 -0.238 -0.414 -0.395
O -3.179038 1.062697 -1.312404 -0.186 0.488 0.225
H 2.945976 -1.168905 0.276271 0.132 0.309 -0.721
H 3.350639 -2.403424 0.893015 0.447 -0.623 -0.171
O 3.684951 -1.786155 0.222901 -0.542 -0.009 0.378
H 2.912374 -0.170062 -1.982532 0.393 -0.258 0.519
H 4.432842 0.166849 -2.366966 -0.865 -0.197 0.221
O 3.492947 0.333114 -2.560982 0.472 0.670 -0.516
```
Positions in Å, forces in eV/Å.

Calculated values
energy above the lowest of the compared OMol25 structures with the same formula, charge and spin: 280.2 kJ/mol
electronic energy: -1225.682193 Ha
frontier orbital gap: 9.578 eV

# 4
Molecular formula: C5H38N2O14
Method: DFT, wB97M-V/def2-TZVPD

The geometry in XYZ format:
```
59
Properties=species:S:1:pos:R:3:forces:R:3
N -0.278796 -3.012030 -1.228070 -5.887 3.718 -8.084
C -0.331873 -1.582411 -0.934502 -0.014 0.716 -0.832
C 1.069204 -0.960265 -1.125911 -0.613 0.486 -0.806
C 1.080737 0.448565 -0.541516 0.254 -0.359 -0.168
C 1.533639 -0.931121 -2.577105 -0.149 -0.182 -0.437
C -1.347672 -0.892031 -1.838933 -0.200 0.041 0.199
N -2.126050 0.051860 -1.290580 0.033 0.298 0.713
O -1.440627 -1.181399 -3.033422 0.044 -0.157 0.189
H -1.051424 -3.504096 -0.792229 -1.292 0.078 -1.157
H -0.290907 -3.165322 -2.227729 -0.172 -0.079 -0.143
H -0.583359 -1.455160 0.121248 -0.214 -0.023 -0.016
H 1.782736 -1.569089 -0.573765 -0.655 0.554 -0.744
H 2.096953 0.852779 -0.553637 -0.120 -0.058 -0.090
H 0.757610 0.415012 0.496560 -0.254 0.228 -0.106
H 0.455667 1.107707 -1.131087 -0.259 0.332 -0.060
H 0.966449 -0.219313 -3.185161 0.024 -0.012 0.048
H 2.584377 -0.659004 -2.655616 0.098 0.107 0.243
H 1.452369 -1.905346 -3.071691 -0.078 0.023 0.082
H -2.010276 0.403511 -0.348291 0.158 -0.246 -0.180
H -2.788793 0.548133 -1.850994 -0.135 0.106 -0.389
H -3.129951 0.170394 3.897018 0.073 -0.036 -0.123
H -2.715658 0.811216 2.525377 -0.144 -0.005 0.284
O -2.720787 -0.036029 3.048168 -0.129 0.380 -0.202
H -2.860313 3.119504 2.031963 0.030 0.088 0.047
H -1.422008 2.453318 2.147438 -0.367 0.271 -0.185
O -2.366089 2.328517 1.809700 0.376 -0.414 -0.011
H -3.220492 -3.089014 2.385487 -0.369 -0.110 0.324
H -2.798293 -1.581703 2.224177 -0.225 -0.312 0.220
O -2.681963 -2.489976 1.877899 0.469 0.249 -0.646
H 1.999595 3.386287 0.107915 -0.001 0.065 0.121
H 2.793378 3.741084 1.402146 0.124 0.054 0.024
O 2.135527 3.136309 1.053509 -0.005 -0.144 -0.136
H -0.814980 0.849236 -5.268171 0.015 0.008 -0.029
H -1.458878 0.258474 -3.995500 0.027 -0.003 -0.188
O -1.330051 1.097356 -4.495495 0.001 0.008 0.162
H 2.457513 1.090153 1.513131 -0.332 -0.506 0.650
H 1.647110 0.062605 2.469529 0.144 0.578 -0.272
O 2.474518 0.230380 1.981747 0.696 0.217 0.090
H 0.055539 -3.289527 -0.182440 2.289 -1.143 1.790
H 1.402258 -4.004639 -0.414139 -0.326 0.053 0.149
O 0.800748 -3.696529 0.269636 5.456 -3.456 7.728
H -0.978328 -2.823905 2.393676 0.540 -0.077 0.305
H 0.457943 -3.185026 1.981006 0.428 -0.444 -0.335
O -0.050363 -2.856762 2.730522 -0.793 0.407 0.192
H 2.153335 -2.468913 0.594071 -0.344 -0.822 0.651
H 2.890949 -1.176801 0.978601 0.155 -0.317 -0.040
O 2.966165 -1.994451 0.436474 1.809 0.213 0.943
H 0.809034 2.828467 2.169257 -0.332 -0.037 0.121
H 0.267001 1.622658 2.992666 0.017 0.393 0.078
O 0.076955 2.558764 2.771314 0.241 -0.372 -0.114
H 1.821893 4.843783 -1.764864 -0.173 -0.443 -0.009
H 0.982300 3.527389 -1.983572 -0.063 0.298 -0.154
O 1.765713 3.905483 -1.534501 0.291 0.166 0.173
H -0.679804 2.370162 -3.427750 -0.008 0.597 0.269
H -1.096971 3.846484 -3.135806 -0.177 0.119 -0.115
O -0.499863 3.158518 -2.845887 0.071 -0.811 -0.228
H 0.195555 -1.178722 3.134577 -0.108 0.235 0.153
H -0.916557 -0.111853 3.176221 0.601 -0.098 0.224
O 0.058327 -0.203651 3.287305 -0.527 -0.415 -0.173
```
Positions in Å, forces in eV/Å.

Calculated values
energy above the lowest of the compared OMol25 structures with the same formula, charge and spin: 431.1 kJ/mol
electronic energy: -1376.148094 Ha
frontier orbital gap: 8.978 eV